{"formula": "C24H73CaN12O5P4", "method": "the ωB97M-V functional and the def2-TZVPD basis", "molar_mass_g_mol": 773.90, "total_charge": 2, "s_squared": 0.761, "multiplicity": 2, "max_force_ev_per_a": 4.76, "total_energy_ev": -109776.117, "orbital_gap_ha": [0.2350, 0.0919], "e_lumo_ev": [-5.02, -8.91], "symbols": ["Ca", "O", "H", "O", "P", "N", "C", "C", "N", "C", "C", "N", "C", "C", "H", "H", "H", "H", "H", "H", "H", "H", "H", "H", "H", "H", "H", "H", "H", "H", "H", "H", "O", "P", "N", "C", "C", "N", "C", "C", "N", "C", "C", "H", "H", "H", "H", "H", "H", "H", "H", "H", "H", "H", "H", "H", "H", "H", "H", "H", "H", "O", "P", "N", "C", "C", "N", "C", "C", "N", "C", "C", "H", "H", "H", "H", "H", "H", "H", "H", "H", "H", "H", "H", "H", "H", "H", "H", "H", "H", "O", "P", "N", "C", "C", "N", "C", "C", "N", "C", "C", "H", "H", "H", "H", "H", "H", "H", "H", "H", "H", "H", "H", "H", "H", "H", "H", "H", "H"], "xyz": [[-10.065210, 20.942910, -18.206160], [-11.791930, 22.071780, -18.852780], [-12.544390, 22.595500, -19.190490], [-13.894230, 26.759380, -13.950070], [-12.706800, 26.852710, -14.828120], [-12.864290, 27.979570, -16.090180], [-13.553340, 29.261700, -15.697750], [-11.938720, 28.109160, -17.256890], [-12.249110, 25.387200, -15.571490], [-11.592690, 24.314780, -14.792110], [-12.854790, 24.888810, -16.815300], [-11.350470, 27.395400, -14.006760], [-9.999630, 27.543620, -14.588180], [-11.586340, 28.179830, -12.799650], [-13.823980, 29.842020, -16.579840], [-12.875320, 29.805480, -15.039960], [-14.482500, 28.992380, -15.195520], [-11.369780, 27.190930, -17.402670], [-11.228540, 28.924080, -17.116720], [-12.556040, 28.473750, -18.077930], [-12.115940, 23.359680, -14.837860], [-10.585440, 24.170020, -15.182720], [-11.530150, 24.559770, -13.731840], [-12.980430, 25.629880, -17.604680], [-12.258930, 24.059200, -17.195830], [-13.890120, 24.587080, -16.656710], [-9.241200, 27.771730, -13.839280], [-9.730760, 26.698660, -15.222100], [-9.920960, 28.348370, -15.319130], [-11.585750, 29.199200, -13.185650], [-10.689710, 28.154580, -12.180360], [-12.448930, 27.887440, -12.200870], [-11.465900, 19.181970, -17.652970], [-12.801730, 18.732420, -17.150240], [-13.840190, 19.795200, -16.351590], [-13.392610, 21.208350, -16.036270], [-15.235960, 19.398680, -16.098020], [-12.684730, 17.347000, -16.153500], [-12.533930, 17.571220, -14.711870], [-11.908110, 16.148370, -16.685350], [-13.872540, 18.290340, -18.419700], [-13.875370, 19.256990, -19.585650], [-14.642010, 17.122780, -18.432440], [-13.433700, 21.927460, -16.854370], [-12.346550, 21.105020, -15.747870], [-13.946550, 21.570650, -15.170260], [-15.375570, 18.320070, -16.170180], [-15.927040, 19.741370, -16.868130], [-15.611000, 19.730370, -15.129810], [-13.229600, 18.266270, -14.241710], [-12.828430, 16.634720, -14.238230], [-11.534180, 17.939740, -14.482090], [-11.766640, 15.449070, -15.861290], [-12.500930, 15.669940, -17.464940], [-10.895770, 16.417560, -16.986690], [-14.922450, 19.437420, -19.828860], [-13.494070, 20.250980, -19.351780], [-13.403730, 18.897520, -20.500230], [-14.445860, 16.483240, -17.571860], [-14.561840, 16.570450, -19.368720], [-15.683330, 17.444490, -18.448650], [-8.511540, 22.207680, -19.414730], [-8.292230, 23.599530, -19.918740], [-6.759740, 24.003090, -20.557160], [-5.595110, 23.192270, -20.284560], [-6.437370, 25.306380, -21.250080], [-8.469580, 24.777990, -18.671970], [-8.952290, 24.329030, -17.391350], [-8.307680, 26.208840, -18.873290], [-9.333080, 24.161910, -21.148320], [-9.173110, 23.864140, -22.532510], [-10.758840, 24.461780, -20.784830], [-5.644730, 22.225280, -20.785130], [-5.516220, 23.057460, -19.205810], [-4.669060, 23.687540, -20.576530], [-7.222410, 26.061340, -21.293140], [-6.091670, 25.077570, -22.258170], [-5.557120, 25.750180, -20.784990], [-8.611920, 23.315780, -17.177860], [-8.562880, 24.906970, -16.553230], [-10.042040, 24.327470, -17.414400], [-8.495120, 26.689120, -17.912930], [-7.257180, 26.450280, -19.035320], [-9.079930, 26.731680, -19.437530], [-9.436420, 24.716950, -23.158190], [-8.177900, 23.495750, -22.781410], [-9.855210, 23.081310, -22.864190], [-11.344250, 23.585920, -21.064570], [-11.056200, 25.371750, -21.306010], [-10.899970, 24.550110, -19.707620], [-12.923530, 19.099990, -24.802650], [-11.663850, 19.252880, -24.091150], [-11.026170, 17.767850, -23.509470], [-11.930150, 16.891740, -22.908750], [-9.919200, 17.039730, -24.138140], [-11.920060, 20.197090, -22.705990], [-12.937800, 21.260810, -22.658930], [-11.017620, 20.112320, -21.580670], [-10.399510, 20.131730, -24.814080], [-10.680170, 20.902780, -26.026670], [-8.966530, 20.114130, -24.274440], [-12.647370, 16.525290, -23.643200], [-12.568250, 17.350210, -22.153280], [-11.429950, 15.986870, -22.563610], [-10.356560, 16.509290, -24.983980], [-9.397680, 16.334360, -23.491160], [-9.169210, 17.748140, -24.489980], [-12.431500, 22.203050, -22.449280], [-13.201370, 21.449680, -23.699580], [-13.802670, 21.038460, -22.033910], [-10.587710, 19.124110, -21.417220], [-10.287020, 20.918330, -21.649070], [-11.507750, 20.417290, -20.656080], [-11.662840, 20.657350, -26.429440], [-10.836810, 21.971420, -25.879770], [-9.897870, 20.774300, -26.774730], [-8.891240, 19.314360, -23.537680], [-8.822410, 20.993650, -23.646930], [-8.161060, 20.002550, -25.000300]], "forces_ev_per_angstrom": [[-1.6, 0.5, -1.1], [0.3, 0.3, 0.4], [0.9, -0.7, 0.3], [1.2, 0.8, -0.7], [-1.4, -3.4, -0.7], [0.7, 1.0, -0.1], [-0.1, -1.3, -0.2], [-0.6, 0.2, 1.0], [0.2, 1.5, 0.3], [0.1, 0.6, 0.2], [-0.7, 0.4, 0.0], [0.9, 0.0, 0.1], [-0.3, -0.2, -0.6], [0.8, 0.4, -0.1], [0.4, -0.1, 0.0], [-0.1, 0.3, 0.0], [0.2, 0.1, 0.2], [-0.4, 0.0, -0.3], [0.1, 0.2, 0.5], [0.1, -0.6, -0.3], [-0.3, 0.2, -0.2], [0.1, -0.1, 0.1], [0.0, 0.2, 0.0], [0.5, 0.3, 0.1], [-0.1, 0.0, -0.1], [0.0, -0.5, 0.3], [-0.3, -0.4, 0.2], [-0.1, -0.5, 0.5], [-0.5, 0.6, 0.1], [-0.6, 0.6, 0.5], [0.0, -0.3, 0.0], [-0.1, 0.1, -0.6], [0.6, 1.3, 0.4], [-3.6, -2.5, -0.6], [1.7, 1.5, 0.4], [-0.2, -1.7, 0.2], [0.0, -0.2, -0.7], [0.1, 0.8, -1.1], [-0.3, -0.3, 0.0], [-0.6, 1.1, 0.9], [4.1, 2.5, 0.3], [-1.2, -0.9, 0.8], [-1.6, -0.7, -0.9], [-0.3, -0.3, -0.2], [0.2, 0.3, 0.1], [-0.1, 0.0, 0.0], [0.5, -0.1, 0.4], [0.1, 0.5, -0.1], [0.3, 0.1, 0.1], [-0.2, 0.4, -0.7], [0.7, -0.1, 0.2], [0.2, -0.5, 0.4], [-0.3, 0.0, 0.0], [0.4, 0.1, -0.1], [-0.1, 0.1, -0.4], [-0.2, -0.1, -0.1], [0.4, -0.3, 0.5], [0.3, -0.3, 0.2], [-0.1, 0.1, -0.2], [0.5, -0.4, 0.0], [-0.5, -0.3, 0.4], [0.4, 0.0, 0.5], [0.7, 4.0, -2.0], [-1.6, 0.4, -0.4], [0.1, -0.4, 0.6], [0.2, -1.0, -0.1], [-0.1, -1.7, -0.6], [-0.4, -0.2, -0.1], [0.0, 0.1, 1.5], [0.1, 0.1, 2.8], [0.0, -0.7, -1.1], [1.2, -0.7, -0.2], [0.1, 0.0, 0.1], [0.2, -0.4, 0.1], [-0.2, 0.1, -0.2], [-0.2, -0.5, 0.1], [-0.3, 0.0, -0.2], [-0.1, 0.1, 0.4], [0.0, -0.1, -0.1], [0.0, 0.3, -0.1], [-0.3, 0.0, 0.6], [0.1, -0.2, 0.5], [-0.3, 0.3, -0.8], [0.4, -0.4, -1.1], [0.3, 0.3, 0.1], [0.1, 0.3, 0.1], [-0.2, -0.3, 0.1], [-0.3, 0.2, -0.2], [-0.2, -0.1, 0.0], [0.3, 0.2, 0.0], [-0.5, 0.3, -1.0], [1.8, 0.2, 1.6], [2.1, 2.5, -0.2], [-2.2, -1.3, 0.1], [-0.3, 0.9, -1.0], [-0.8, -1.3, 0.9], [1.4, -0.4, -1.5], [-0.3, 1.0, 0.4], [1.2, -1.2, -0.4], [-0.4, 0.1, 0.0], [-2.2, 0.2, 0.7], [-0.3, -0.2, -0.2], [0.3, 0.1, 0.4], [0.1, 0.3, 0.5], [0.5, -0.4, -0.2], [-0.4, 0.1, 0.4], [-0.2, -0.4, -0.3], [-0.1, 0.2, 0.8], [-0.8, -0.3, 0.1], [0.1, 0.1, 0.0], [0.2, 0.1, -0.4], [0.9, -0.1, -0.2], [-0.6, -0.3, 0.1], [0.2, -0.7, -0.1], [0.6, 0.4, 0.6], [-0.1, -0.1, -0.1], [0.0, -0.1, -0.2], [0.3, 0.4, -0.4], [-0.4, 0.1, -0.3]], "mulliken_spin": [0.000, 0.000, 0.000, 0.010, -0.045, 0.460, -0.018, -0.030, 0.003, 0.002, 0.001, 0.455, -0.012, -0.015, 0.007, 0.024, 0.003, 0.001, 0.031, 0.021, -0.002, 0.000, 0.001, 0.003, 0.000, -0.002, 0.007, 0.004, 0.027, 0.041, 0.017, 0.002, 0.000, 0.000, 0.000, 0.000, 0.000, 0.000, 0.000, 0.000, 0.000, 0.000, 0.000, 0.000, 0.000, 0.000, 0.000, 0.000, 0.000, 0.000, 0.000, 0.000, 0.000, 0.000, 0.000, 0.000, 0.000, 0.000, 0.000, 0.000, 0.000, 0.000, 0.000, 0.000, 0.000, 0.000, 0.000, 0.001, 0.000, 0.000, 0.000, 0.000, 0.000, 0.000, 0.000, 0.000, 0.000, 0.000, 0.000, 0.000, 0.000, 0.000, 0.000, 0.000, 0.000, 0.000, 0.000, 0.000, 0.000, 0.000, 0.000, 0.000, 0.000, 0.000, 0.000, 0.000, 0.000, 0.000, 0.000, 0.000, 0.000, 0.000, 0.000, 0.000, 0.000, 0.000, 0.000, 0.000, 0.000, 0.000, 0.000, 0.000, 0.000, 0.000, 0.000, 0.000, 0.000, 0.000, 0.000]}